83
Properties=species:S:1:pos:R:3 method="wB97M-V/def2-TZVPD" energy_ha=-5816.910038 charge=+2 e_lumo_ev="-6.62 / -8.49" fmax_ev_per_a=3.90 gap_ha="0.189 / 0.163" relative_energy_kj_mol=462.4 multiplicity=6
C 6.53 -3.10 -2.04
C 5.94 -2.31 -1.04
C 6.83 -1.46 -0.32
C 8.20 -1.51 -0.59
N 8.74 -2.29 -1.53
C 7.92 -3.08 -2.23
C 4.52 -2.31 -0.79
C 3.35 -2.14 -0.47
C 2.14 -1.51 -0.43
C 1.42 -1.28 -1.66
C 0.94 0.05 -1.80
C 0.26 0.59 -0.72
C 0.65 0.14 0.58
C 1.56 -0.99 0.76
Mn -0.19 -1.77 -0.15
P -1.58 1.89 -1.84
H 6.45 -0.77 0.42
H 5.91 -3.73 -2.68
H 8.87 -0.87 -0.02
H 8.36 -3.71 -3.00
H 1.83 -1.38 1.75
H 1.61 -1.88 -2.55
H 0.25 0.63 1.45
H 1.12 0.49 -2.76
C -3.38 2.45 -1.85
C -3.71 3.94 -1.78
H -3.85 1.91 -1.02
H -3.79 2.04 -2.78
H -4.81 4.04 -1.81
H -3.34 4.38 -0.84
H -3.33 4.51 -2.64
C -0.60 3.41 -1.48
C 0.78 3.43 -2.15
H -0.50 3.41 -0.39
H -1.23 4.25 -1.79
H 1.47 3.97 -1.49
H 1.17 2.42 -2.28
H 0.73 3.94 -3.13
C -1.43 1.80 -3.69
C -1.92 2.97 -4.54
H -2.00 0.90 -3.93
H -0.37 1.60 -3.89
H -1.79 2.70 -5.60
H -2.99 3.18 -4.41
H -1.37 3.90 -4.38
Br -2.38 0.06 0.21
P -0.37 1.59 3.91
C -1.01 2.48 2.43
C -1.33 3.94 2.74
H -1.87 1.94 2.02
H -0.24 2.43 1.66
H -1.13 4.56 1.85
H -2.39 4.05 3.00
H -0.73 4.29 3.58
C -1.48 0.15 4.26
C -1.64 0.01 5.78
H -1.08 -0.75 3.79
H -2.45 0.38 3.79
H -2.52 -0.59 6.04
H -0.74 -0.43 6.21
H -1.78 1.01 6.22
C 1.35 1.08 3.52
C 2.51 1.53 4.40
H 1.57 1.49 2.53
H 1.32 -0.01 3.46
H 3.35 0.84 4.25
H 2.84 2.53 4.09
H 2.26 1.57 5.47
N -1.81 -5.12 0.76
C -1.06 -4.03 0.83
N -1.48 -3.15 -0.12
C -2.62 -3.69 -0.76
C -3.66 -3.11 -1.49
C -4.76 -3.92 -1.79
C -4.83 -5.25 -1.34
C -3.84 -5.79 -0.51
C -2.78 -4.97 -0.24
H -1.67 -5.92 1.37
H -0.20 -3.81 1.46
H -3.61 -2.06 -1.77
H -5.61 -3.53 -2.37
H -5.68 -5.87 -1.62
H -3.84 -6.79 -0.09